This record from the OMol25 dataset describes a molecular structure, C32H52BN8P2Re. The level of theory is wB97M-V/def2-TZVPD.

Computed properties:
Net charge = +3
HOMO level (alpha / beta) = -15.942 / -16.367 eV
M = 807.79 g/mol
2S+1 = 2
<S²> = 0.802

Geometry (Å):
Re -0.056 -0.029 0.142
C -3.253 1.839 0.469
C -3.647 0.424 0.894
C -5.121 0.190 0.532
C -3.440 0.265 2.407
P -2.474 -0.693 -0.001
C -3.035 -0.658 -1.770
N -1.923 -0.122 -2.522
B -0.610 0.136 -1.886
N 0.139 0.783 -2.991
C 1.415 1.411 -2.735
P 1.406 1.690 -0.906
C 3.204 1.674 -0.421
C 4.030 2.485 -1.433
C 3.367 2.214 1.010
C 3.690 0.219 -0.450
C 0.540 3.319 -0.625
C 0.100 3.304 0.844
C -0.709 3.381 -1.516
C 1.383 4.563 -0.926
C -0.627 0.889 -4.094
C -0.364 1.466 -5.344
C -1.383 1.452 -6.255
C -2.676 0.872 -5.962
C -2.961 0.300 -4.757
C -1.936 0.306 -3.795
C -2.573 -2.488 0.499
C -1.888 -3.329 -0.590
C -4.028 -2.951 0.640
C -1.826 -2.681 1.829
H -3.928 2.557 0.946
H -3.330 1.989 -0.613
H -2.238 2.088 0.787
H -5.728 0.822 1.189
H -5.448 -0.835 0.683
H -5.358 0.488 -0.491
H -3.958 1.080 2.920
H -2.384 0.313 2.689
H -3.858 -0.669 2.782
H -3.915 -0.029 -1.875
H -3.302 -1.660 -2.097
H 1.525 2.353 -3.274
H 2.254 0.769 -3.006
H 3.793 3.543 -1.439
H 3.948 2.095 -2.452
H 5.082 2.390 -1.144
H 3.170 3.281 1.088
H 4.403 2.053 1.322
H 2.725 1.684 1.723
H 3.529 -0.268 -1.417
H 3.224 -0.380 0.334
H 4.767 0.223 -0.263
H -0.525 2.426 1.060
H -0.507 4.189 1.056
H 0.939 3.293 1.540
H -1.378 2.530 -1.374
H -0.462 3.465 -2.578
H -1.264 4.283 -1.245
H 2.222 4.687 -0.245
H 0.743 5.444 -0.813
H 1.754 4.571 -1.953
H 0.605 1.888 -5.588
H -1.220 1.885 -7.237
H -3.439 0.894 -6.732
H -3.932 -0.141 -4.555
H -2.536 -3.490 -1.453
H -1.665 -4.314 -0.173
H -0.957 -2.892 -0.942
H -4.625 -2.755 -0.257
H -4.527 -2.507 1.503
H -4.018 -4.035 0.792
H -0.766 -2.431 1.741
H -1.886 -3.733 2.115
H -2.246 -2.094 2.643
N 1.462 -2.072 -2.108
C 1.675 -2.465 -0.857
N 2.333 -3.589 -0.678
C 2.603 -3.918 0.587
N 3.218 -5.056 0.823
N 2.305 -3.144 1.684
C 1.657 -2.066 1.435
N 1.239 -1.646 0.183
C 1.367 -1.152 2.585
C 1.904 -1.359 3.833
C 1.605 -0.447 4.843
C 0.777 0.625 4.562
C 0.272 0.760 3.284
N 0.567 -0.110 2.304
H 1.742 -2.701 -2.844
H 0.855 -1.297 -2.292
H 3.483 -5.652 0.054
H 3.448 -5.324 1.766
H 2.540 -2.219 4.000
H 2.016 -0.580 5.837
H 0.517 1.355 5.320
H -0.392 1.576 3.033

Atomic forces in eV per Å
0.6 0.0 0.3
-0.2 0.1 0.0
0.0 -0.1 0.1
-0.1 0.1 0.1
-0.1 0.1 0.0
0.6 0.2 -0.3
0.1 0.1 0.1
0.2 0.0 0.0
-0.2 0.1 0.2
-0.1 -0.2 0.1
0.0 0.1 0.1
-0.8 -0.3 0.0
-0.1 -0.1 0.2
0.1 -0.1 0.1
0.1 -0.1 0.0
0.1 0.0 0.0
0.1 0.1 0.0
0.1 0.1 0.0
-0.1 0.0 -0.1
0.0 0.0 0.0
-0.4 -0.1 -0.1
0.0 -0.1 0.1
-0.4 -0.1 -0.1
0.3 0.2 -0.3
0.0 -0.1 0.1
0.3 0.2 -0.2
0.1 0.1 0.1
-0.1 -0.1 0.0
0.0 -0.1 0.1
-0.1 -0.1 0.0
0.1 -0.1 -0.1
0.0 0.0 0.1
-0.2 0.0 0.0
0.0 0.0 -0.1
0.0 0.1 0.0
0.0 0.0 0.1
0.0 0.0 0.0
-0.1 0.0 0.0
0.0 0.0 0.0
-0.1 0.1 0.0
0.0 -0.1 -0.1
0.0 0.0 0.0
0.0 -0.1 0.0
-0.1 0.1 0.0
0.0 0.0 0.1
-0.1 0.0 0.0
0.0 0.0 0.0
-0.1 0.0 0.0
0.1 0.0 -0.1
0.0 0.0 0.1
0.2 0.2 -0.1
0.0 0.0 0.0
0.1 0.0 0.0
0.0 -0.1 0.0
0.0 0.0 0.0
0.1 0.1 0.0
0.0 0.0 0.1
0.0 0.0 0.0
0.0 0.0 0.0
0.0 -0.1 0.0
0.0 0.0 0.0
-0.1 0.0 0.0
-0.1 -0.1 0.1
0.1 0.0 0.0
0.1 0.1 0.0
0.0 0.0 0.0
0.0 0.0 0.0
0.1 0.1 0.0
0.1 0.0 0.1
0.1 0.0 -0.1
0.0 0.1 0.0
-0.1 -0.1 0.0
0.0 0.0 0.0
0.0 0.0 0.0
0.1 -0.3 0.1
0.1 0.2 -0.1
0.0 0.1 0.3
0.2 -0.4 0.0
0.0 0.1 0.0
0.1 -0.1 -0.2
-0.1 0.4 0.1
-0.7 0.0 -0.2
-0.1 0.0 -0.3
0.1 -0.1 0.2
0.1 -0.1 0.1
0.0 0.1 0.1
0.0 -0.2 -0.2
-0.1 0.1 -0.1
0.0 0.0 0.0
0.0 0.1 0.0
0.0 0.0 0.0
0.0 0.0 0.0
0.0 0.1 0.0
0.0 0.0 -0.1
0.0 -0.1 0.0
0.0 0.0 0.0



This record from the OMol25 dataset describes a molecular structure, C23H27GeN3OS5Ti at a distorted geometry. The level of theory is wB97M-V/def2-TZVPD.

Computed properties:
HOMO level (alpha / beta) = -7.058 / -7.141 eV
M = 642.30 g/mol
2S+1 = 3
<S²> = 2.029

Geometry (Å):
Ti 0.408 0.152 0.961
C 0.021 1.506 2.869
C 0.559 0.254 3.255
C -0.397 -0.738 2.946
C -1.514 -0.102 2.363
C -1.258 1.282 2.327
H 0.464 2.467 3.068
H 1.482 0.089 3.787
H -0.322 -1.787 3.187
H -2.438 -0.582 2.090
H -1.958 2.044 2.022
S 3.975 -2.038 -0.976
C 2.692 -1.255 -0.289
S 1.938 -1.759 1.174
S 1.991 0.170 -0.947
Ge -0.703 -1.659 -0.551
C -2.695 -1.642 -0.297
C -3.362 -2.839 -0.053
C -4.738 -2.864 0.132
C -5.472 -1.688 0.077
C -4.820 -0.486 -0.165
C -3.444 -0.467 -0.340
C -0.491 -1.775 -2.537
C -0.077 -0.744 -3.371
C 0.016 -0.934 -4.744
C -0.295 -2.166 -5.299
C -0.708 -3.204 -4.476
C -0.808 -3.007 -3.107
H -0.443 -3.155 -0.225
H -2.793 -3.761 -0.005
H -5.235 -3.805 0.329
H -6.543 -1.703 0.237
H -5.383 0.439 -0.208
H -2.938 0.481 -0.486
H 0.213 0.208 -2.948
H 0.343 -0.121 -5.381
H -0.204 -2.322 -6.367
H -0.945 -4.172 -4.900
H -1.128 -3.821 -2.466
C -2.082 2.045 -2.653
N -1.337 2.960 -1.801
C -0.615 2.565 -0.733
N 0.003 3.536 -0.015
O -0.557 1.368 -0.398
H -1.770 2.154 -3.691
H -3.153 2.236 -2.577
H -1.879 1.027 -2.341
H -1.390 3.940 -2.010
H 0.136 4.453 -0.401
H 0.690 3.231 0.655
S 2.798 2.177 1.542
C 4.105 1.619 2.381
N 4.981 2.429 3.007
C 5.918 1.791 3.916
C 6.169 0.423 3.309
S 4.569 -0.051 2.556
H 4.736 3.399 3.111
H 5.482 1.692 4.916
H 6.833 2.378 3.986
H 6.456 -0.325 4.043
H 6.911 0.458 2.513

Atomic forces in eV per Å
1.3 1.2 1.0
-0.3 0.0 0.4
-0.3 0.0 0.4
-0.1 0.0 0.3
-0.2 0.0 0.2
-0.1 -0.1 0.4
0.1 0.0 -0.2
0.1 0.0 -0.2
0.1 0.0 -0.2
0.0 0.0 -0.2
0.1 0.0 -0.3
-0.2 0.1 0.2
0.7 -0.4 -0.4
-0.2 -0.2 0.0
-0.4 -0.2 -0.2
-0.6 -1.9 -1.3
0.2 0.5 0.1
0.2 -0.1 0.0
-0.1 0.0 0.0
0.0 0.0 0.0
0.0 0.0 0.0
0.0 0.0 -0.1
0.0 0.3 0.4
0.0 0.0 -0.1
0.0 0.1 0.0
0.0 0.0 0.0
0.0 -0.1 0.0
0.0 0.1 0.1
0.0 0.1 0.2
-0.1 0.0 0.0
0.0 0.0 0.0
0.0 0.0 0.0
0.0 0.0 0.0
0.0 0.0 0.0
0.0 0.0 0.0
0.0 0.0 0.0
0.0 0.0 0.0
0.0 0.0 0.0
0.0 0.0 -0.1
0.0 0.1 0.0
0.0 -0.2 0.0
-0.1 0.0 -0.1
0.0 0.0 0.0
-0.5 0.8 -0.7
0.0 0.0 0.0
0.0 0.0 0.0
0.0 0.0 0.0
0.0 0.1 0.0
0.0 0.0 -0.1
0.0 0.0 0.1
0.0 0.0 0.1
0.1 0.2 0.1
0.0 -0.1 0.0
0.1 0.0 0.1
-0.2 -0.1 -0.2
0.0 0.0 0.1
-0.1 0.0 -0.1
0.0 0.0 0.0
0.0 0.0 0.0
0.0 0.0 0.0
0.0 0.0 0.0



This record from the OMol25 dataset describes a molecular structure, C7H16N4O2P at a distorted geometry. The level of theory is wB97M-V/def2-TZVPD.

Computed properties:
Energy relative to the best compared isomer or geometry (same formula, charge and spin) = 1.151 eV
Net charge = +1
HOMO level = -13.499 eV
M = 219.21 g/mol

Geometry (Å):
C 1.654 -0.461 1.718
C -0.524 0.313 -0.518
C -2.669 0.964 0.571
C -2.414 1.130 -1.908
C 1.921 1.021 1.743
C 1.404 1.584 0.417
C -1.973 0.306 -0.598
N 2.475 -1.062 0.817
N 0.496 -3.061 0.213
N 2.700 -2.637 -1.295
N -0.004 1.351 0.151
O 0.758 -1.081 2.264
O 0.193 -0.546 -1.007
P 1.853 -2.203 0.002
H -2.231 0.750 1.545
H -2.768 1.981 0.547
H -3.690 0.613 0.584
H -1.792 2.148 -1.909
H -3.490 1.422 -1.781
H -2.372 0.701 -2.835
H 2.866 1.329 1.847
H 1.229 1.471 2.600
H 1.329 2.680 0.459
H 2.072 1.300 -0.348
H -2.302 -0.745 -0.843
H -0.098 -2.713 1.084
H -0.127 -3.019 -0.583
H 2.922 -3.634 -1.575
H 3.167 -1.953 -1.802
H -0.586 2.048 0.442

Atomic forces in eV per Å
-0.6 0.5 0.8
0.8 1.0 0.9
-0.4 -2.9 0.9
0.1 3.5 3.4
-6.5 0.2 1.9
-1.2 1.7 0.8
-2.1 -0.1 -2.7
1.2 -1.7 -1.2
-1.1 1.2 2.3
-1.1 -3.2 0.9
2.0 -2.5 -0.9
0.1 0.8 0.4
1.0 -1.6 -0.7
-0.3 0.6 -1.0
0.1 -0.4 0.0
0.1 2.9 -0.6
-0.3 -0.2 0.1
-1.4 -2.1 -0.2
1.0 -0.2 0.1
0.7 -1.5 -2.1
3.7 0.7 0.6
1.7 -0.9 -1.6
1.3 -0.2 0.2
0.3 -0.4 -1.3
0.3 0.9 0.8
2.0 -0.9 -1.9
0.1 -0.3 -0.5
-0.7 1.7 0.5
1.1 1.5 -0.9
-1.8 1.9 0.9



This record from the OMol25 dataset describes a molecular structure, C25H18BeCl2N8Se at a distorted geometry. The level of theory is wB97M-V/def2-TZVPD.

Computed properties:
Energy relative to the best compared isomer or geometry (same formula, charge and spin) = 1.239 eV
Net charge = +2
HOMO level = -14.600 eV
M = 589.35 g/mol

Geometry (Å):
Be -3.704 -4.778 17.871
C -1.612 -6.690 14.788
C -1.843 -5.812 15.820
N -2.902 -5.972 16.621
C -3.780 -6.972 16.354
C -3.454 -7.888 15.350
N -2.396 -7.746 14.575
C -4.797 -7.086 17.460
C -5.613 -8.135 17.750
C -6.438 -7.997 18.914
C -6.131 -6.945 19.847
C -5.216 -6.009 19.471
N -4.715 -6.004 18.220
C -4.622 -4.928 20.281
C -4.752 -4.692 21.641
N -4.039 -3.782 22.244
C -3.086 -3.115 21.574
C -2.866 -3.408 20.240
N -3.652 -4.276 19.604
C -7.387 -9.037 19.297
C -7.139 -10.438 19.258
C -7.975 -11.271 19.960
N -8.972 -10.898 20.738
C -9.276 -9.590 20.663
C -8.549 -8.636 19.997
H -0.745 -6.595 14.105
H -1.204 -4.950 16.124
H -4.164 -8.697 15.155
H -5.598 -8.966 17.034
H -6.729 -7.026 20.798
H -5.379 -5.301 22.247
H -2.553 -2.298 22.108
H -2.092 -2.979 19.588
H -6.258 -10.794 18.803
H -7.906 -12.362 19.865
H -10.179 -9.349 21.186
H -8.807 -7.572 20.107
Se -2.236 -2.243 16.608
N -3.636 -3.418 16.824
C -4.583 -3.045 15.974
C -5.922 -3.514 15.850
C -6.751 -2.987 14.904
C -6.338 -1.920 14.013
C -5.127 -1.340 14.219
C -4.213 -1.900 15.110
N -2.998 -1.371 15.301
H -6.269 -4.344 16.485
H -7.780 -3.382 14.792
H -7.072 -1.486 13.387
H -4.827 -0.445 13.745
Cl -0.804 -6.030 18.976
C 0.674 -5.275 19.478
Cl 0.821 -3.576 18.904
H 1.510 -5.864 19.175
H 0.594 -5.282 20.542

Atomic forces in eV per Å
1.4 0.2 -0.4
0.9 -0.6 -1.0
-0.2 1.2 1.3
-0.4 -0.2 -0.6
1.3 -0.1 0.8
-1.4 0.2 0.2
0.0 0.2 0.0
0.8 0.5 -1.5
-0.9 -0.1 0.5
1.8 -0.4 -0.7
-1.8 -1.7 0.0
-0.6 0.7 -0.2
-0.6 -0.1 1.3
1.0 0.0 -0.2
-0.1 -0.5 -0.8
1.1 1.1 0.5
-0.5 0.4 0.6
0.1 0.2 -1.1
-0.2 -0.3 -0.1
-1.1 -0.9 1.4
-0.2 2.5 -0.1
-0.3 -1.8 0.0
-0.4 1.2 -0.8
-0.5 -0.9 0.6
1.0 0.5 -0.3
-0.6 0.1 0.6
-0.3 -1.0 -0.7
0.5 0.0 -0.1
-0.5 0.1 0.7
1.2 0.6 -0.9
-0.7 -0.2 0.4
-0.3 -0.9 -0.4
-0.2 0.1 0.8
0.8 -0.6 -0.6
0.6 0.4 0.2
-0.2 0.5 0.3
-0.1 -0.6 -0.3
0.2 -0.4 0.2
-0.2 0.6 0.1
-0.2 1.4 -0.9
-0.2 -1.1 0.3
-0.2 -0.2 -0.6
0.5 -0.3 1.9
-1.1 -0.3 -0.9
1.2 -0.6 1.5
-1.1 -0.8 0.3
0.1 0.5 -0.3
0.8 0.3 0.2
-0.4 0.3 -0.7
0.2 0.7 -0.7
-0.8 -0.5 -0.6
0.1 0.9 0.5
-0.1 -0.7 0.1
0.5 -0.1 -0.5
0.4 0.4 0.6



This record from the OMol25 dataset describes a molecular structure, C30H27BN11OV at a distorted geometry. The level of theory is wB97M-V/def2-TZVPD.

Computed properties:
Energy relative to the best compared isomer or geometry (same formula, charge and spin) = 0.677 eV
Net charge = +3
HOMO level (alpha / beta) = -16.549 / -16.550 eV
M = 619.38 g/mol
2S+1 = 2
<S²> = 0.767

Geometry (Å):
V -0.128 -0.559 0.554
C -1.120 1.955 2.927
C -1.574 0.552 3.160
C -2.559 0.338 4.120
C -3.009 -0.933 4.404
C -2.401 -2.012 3.776
C -1.396 -1.765 2.870
N -1.022 -0.506 2.495
C -0.569 -2.840 2.296
C -0.595 -4.132 2.763
C 0.346 -5.033 2.277
C 1.276 -4.598 1.358
C 1.217 -3.296 0.868
N 0.285 -2.435 1.322
C 2.188 -2.771 -0.101
C 2.996 -3.651 -0.792
C 3.914 -3.142 -1.699
C 3.971 -1.778 -1.846
C 3.114 -0.933 -1.134
C 3.276 0.533 -1.387
N 2.198 -1.425 -0.267
H -1.694 2.628 3.559
H -0.075 2.065 3.200
H -1.243 2.269 1.892
H -2.967 1.193 4.639
H -3.799 -1.091 5.127
H -2.703 -3.021 4.014
H -1.286 -4.429 3.537
H 0.374 -6.049 2.648
H 2.063 -5.257 1.028
H 2.917 -4.717 -0.643
H 4.566 -3.796 -2.262
H 4.687 -1.332 -2.521
H 4.206 0.706 -1.923
H 2.471 0.923 -2.008
H 3.327 1.091 -0.461
C 0.069 -1.172 -3.638
C 0.072 -1.633 -2.351
N -0.010 -0.591 -1.474
N -0.102 0.546 -2.238
C -0.044 0.220 -3.522
B -0.490 1.895 -1.548
N 0.528 2.133 -0.388
C 1.199 3.236 -0.060
C 1.936 2.984 1.097
C 1.652 1.676 1.420
N 0.789 1.165 0.511
N -1.843 1.562 -0.853
C -3.087 1.993 -1.065
C -3.937 1.385 -0.148
C -3.118 0.568 0.597
N -1.834 0.679 0.182
N -0.515 3.055 -2.456
C -1.126 4.279 -2.343
C -0.603 5.096 -3.303
C 0.356 4.299 -3.967
N 0.422 3.089 -3.455
H 0.153 -1.743 -4.547
H 0.165 -2.646 -1.992
H -0.053 0.996 -4.270
H 1.134 4.119 -0.678
H 2.603 3.660 1.606
H 2.041 1.062 2.219
H -3.299 2.697 -1.853
H -5.001 1.522 -0.051
H -3.387 -0.107 1.395
H -1.856 4.487 -1.577
H -0.871 6.118 -3.508
H 0.991 4.568 -4.796
O -2.514 -2.277 -0.579
C -1.671 -1.674 -0.153

Atomic forces in eV per Å
1.2 0.0 -0.5
-0.1 0.0 -0.1
0.1 -0.1 0.0
0.0 0.0 0.0
0.0 0.0 0.0
0.0 0.0 0.0
0.0 0.0 0.0
-0.2 0.1 0.0
-0.2 0.1 0.1
0.2 0.0 0.1
0.0 0.0 0.0
0.0 0.0 -0.1
0.1 0.1 0.0
-0.1 0.0 0.3
-0.2 0.1 0.0
0.1 0.0 -0.1
0.0 0.0 0.0
0.1 -0.1 0.0
-0.2 0.0 0.2
-0.1 0.0 0.1
0.2 -0.3 0.1
0.0 0.0 0.0
0.1 0.0 0.0
0.1 0.0 0.0
0.0 0.0 0.0
0.0 0.0 0.0
0.0 0.0 0.0
0.0 0.0 0.0
0.0 0.0 0.0
0.0 0.0 0.1
0.0 0.0 0.0
0.0 0.0 0.0
0.0 0.0 0.0
0.0 0.0 0.0
-0.1 0.1 0.0
-0.1 0.1 0.1
0.1 0.1 -0.1
0.1 0.0 0.2
-0.4 0.4 -0.4
0.0 0.0 0.1
0.0 -0.1 -0.1
0.1 -0.1 0.1
-0.2 0.0 0.0
0.1 0.0 0.0
0.0 0.1 -0.1
0.1 -0.2 -0.1
0.4 0.3 0.3
0.2 0.1 0.2
0.0 0.0 0.0
0.0 0.0 -0.1
0.1 -0.1 0.0
-0.2 0.0 -0.2
-0.1 0.1 -0.2
0.1 0.0 0.0
-0.1 0.0 0.1
0.0 0.0 0.0
0.0 0.0 0.0
0.0 0.0 0.0
0.0 0.0 0.0
0.0 0.0 0.0
0.0 0.0 0.0
0.0 0.0 0.0
0.0 0.0 0.0
0.0 0.0 0.0
0.0 0.0 0.0
0.0 0.0 0.0
0.0 0.0 0.0
0.0 0.0 0.0
0.0 0.0 0.0
0.1 0.1 0.0
-1.0 -0.9 -0.3



> Which value of M does entry 2 give?

642.30 g/mol